## w
The following is a quantum chemistry calculation of C22H25NO in the gas phase, from the OMol25 dataset.

Properties
**Structure (SMILES)**: O=C(NCCC1=CCCCC1)C(c1ccccc1)c1ccccc1
**Charge**: 0
**HOMO level**: -8.91 eV

Cartesian coordinates (Å):
O -1.521 2.675 0.851
C -0.772 1.893 0.310
N -1.171 0.998 -0.614
H -0.518 0.312 -0.968
C -2.551 0.787 -0.985
H -3.045 1.761 -1.034
C -2.608 0.068 -2.337
C -1.841 -1.226 -2.272
C -0.606 -1.327 -2.750
C 0.245 -2.555 -2.654
C -0.321 -3.553 -1.649
C -1.823 -3.696 -1.859
C -2.510 -2.367 -1.559
H -3.562 -2.413 -1.850
H -2.480 -2.180 -0.480
H -2.227 -4.478 -1.213
H -2.017 -3.981 -2.895
H 0.176 -4.518 -1.762
H -0.131 -3.192 -0.635
H 1.260 -2.267 -2.366
H 0.310 -3.017 -3.645
H -0.160 -0.492 -3.278
H -3.653 -0.119 -2.590
H -2.178 0.717 -3.101
H -3.063 0.190 -0.219
C 0.755 1.835 0.546
C 1.203 0.403 0.663
C 0.528 -0.476 1.506
C 0.928 -1.794 1.615
C 2.009 -2.256 0.879
C 2.685 -1.391 0.037
C 2.284 -0.070 -0.070
H 2.818 0.602 -0.728
H 3.529 -1.744 -0.536
H 2.321 -3.286 0.963
H 0.398 -2.465 2.275
H -0.314 -0.114 2.079
C 1.131 2.699 1.729
C 1.675 2.184 2.896
C 1.985 3.021 3.955
C 1.748 4.380 3.863
C 1.206 4.902 2.701
C 0.905 4.068 1.640
H 0.482 4.480 0.737
H 1.019 5.963 2.619
H 1.985 5.031 4.692
H 2.410 2.605 4.857
H 1.868 1.125 2.986
H 1.210 2.279 -0.349


## x
The following is a quantum chemistry calculation of C22H25NO in the gas phase, from the OMol25 dataset.

Properties
**Structure (SMILES)**: OC(CC#CCN1CCCCC1)(c1ccccc1)c1ccccc1
**Charge**: 0
**HOMO level**: -8.15 eV

Cartesian coordinates (Å):
O 0.485 -3.401 1.655
H -0.012 -3.265 2.470
C 0.248 -2.293 0.789
C 0.422 -1.011 1.600
C -0.512 -0.689 2.580
C -0.329 0.410 3.399
C 0.800 1.199 3.263
C 1.736 0.885 2.294
C 1.547 -0.208 1.465
H 2.286 -0.440 0.714
H 2.625 1.488 2.185
H 0.948 2.051 3.909
H -1.069 0.647 4.149
H -1.399 -1.292 2.712
C 1.265 -2.385 -0.334
C 1.024 -1.821 -1.580
C 1.978 -1.896 -2.580
C 3.181 -2.540 -2.352
C 3.425 -3.110 -1.114
C 2.477 -3.029 -0.111
H 2.665 -3.472 0.854
H 4.361 -3.617 -0.926
H 3.923 -2.599 -3.135
H 1.776 -1.449 -3.542
H 0.089 -1.320 -1.778
C -1.200 -2.419 0.239
C -1.764 -1.207 -0.322
C -2.300 -0.242 -0.794
C -3.012 0.848 -1.459
N -2.411 2.163 -1.513
C -2.406 2.923 -0.282
C -1.225 2.602 0.640
C 0.077 2.827 -0.122
C 0.080 1.948 -1.368
C -1.153 2.266 -2.222
H -1.192 1.607 -3.094
H -1.074 3.300 -2.582
H 0.983 2.116 -1.958
H 0.061 0.901 -1.063
H 0.932 2.586 0.512
H 0.152 3.878 -0.413
H -1.267 3.236 1.528
H -1.283 1.560 0.959
H -3.353 2.753 0.237
H -2.359 3.983 -0.561
H -3.990 0.957 -0.975
H -3.188 0.534 -2.497
H -1.849 -2.759 1.053
H -1.201 -3.202 -0.526


Most stable: w. Least stable: x.


## w
The following is a quantum chemistry calculation of an isolated ion of composition C6H8NO and charge +1, from the OMol25 dataset.

Properties
**Charge**: +1
**HOMO level**: -13.83 eV

Cartesian coordinates (Å):
C -1.499 0.269 -1.803
C -2.279 0.515 -0.812
C 0.205 1.425 0.147
C 1.179 0.672 0.895
C 1.386 -0.830 0.541
C -0.931 0.712 -0.554
N 0.072 -1.424 0.191
O 0.111 2.615 0.163
H -1.382 -0.178 -2.751
H -3.285 0.884 -0.463
H 2.285 1.020 1.052
H 0.824 0.804 1.927
H 2.018 -1.139 -0.301
H 1.721 -1.348 1.405
H 0.106 -2.214 -0.583
H -0.530 -1.783 0.945


## x
The following is a quantum chemistry calculation of C6H8NO as an isolated structure, from the OMol25 dataset.

Properties
**Charge**: +1
**HOMO level**: -13.70 eV

Cartesian coordinates (Å):
C 0.085 -0.204 -1.111
C -0.515 -1.171 -0.307
C 0.794 -1.674 0.272
C 0.864 0.973 0.349
C -1.901 0.526 0.100
C 1.372 -0.362 -0.273
N -0.325 1.058 -0.558
O -1.599 -0.782 0.360
H 0.732 -1.831 1.345
H 1.224 -2.548 -0.207
H 0.564 0.896 1.394
H 1.548 1.808 0.213
H -2.158 1.079 1.001
H -2.571 0.695 -0.743
H 2.358 -0.363 -0.722
H -0.470 1.900 -1.112


Most stable: w. Least stable: x.


## w
The following is a quantum chemistry calculation of C33H34IN4O6PS3SeW as an isolated structure, from the OMol25 dataset.

Properties
**Charge**: +1
**Spin multiplicity**: 2
**HOMO level (alpha / beta)**: -9.88 / -9.89 eV

Cartesian coordinates (Å):
W 0.579 -0.414 0.321
C 4.548 0.234 2.228
C 4.404 0.421 0.748
N 5.346 1.083 0.099
C 5.276 1.200 -1.231
C 4.275 0.655 -2.006
C 4.238 0.899 -3.495
O 4.254 -0.299 -4.268
C 3.247 -0.032 -1.337
C 2.192 -0.644 -2.135
N 1.001 -0.945 -1.760
C 0.020 -1.123 -2.797
C 0.247 -0.766 -4.130
C -0.722 -0.948 -5.098
C -1.963 -1.473 -4.776
C -2.239 -1.790 -3.457
C -1.252 -1.609 -2.505
I -1.759 -1.962 -0.500
C 3.316 -0.121 0.051
O 2.340 -0.792 0.684
H 5.119 1.062 2.641
H 5.096 -0.692 2.423
H 3.578 0.169 2.714
H 6.074 1.768 -1.698
H 5.061 1.560 -3.770
H 3.306 1.405 -3.754
H 5.135 -0.686 -4.237
H 2.449 -0.806 -3.174
H 1.171 -0.289 -4.421
H -0.501 -0.659 -6.116
H -2.719 -1.616 -5.537
H -3.208 -2.173 -3.165
O 0.771 1.973 -2.592
C 0.857 1.936 -1.389
O 0.059 1.096 -0.692
C 1.763 2.787 -0.589
C 2.482 3.757 -1.299
C 3.316 4.643 -0.655
C 3.431 4.578 0.732
C 2.741 3.620 1.447
C 1.914 2.692 0.803
S 1.186 1.483 1.862
H 2.342 3.800 -2.371
H 3.866 5.384 -1.219
H 4.068 5.278 1.257
H 2.835 3.563 2.524
C 2.574 -3.089 4.638
C 2.525 -4.126 3.538
O 1.196 -4.285 2.979
P 0.503 -3.354 1.916
S 0.215 -1.476 2.656
S 1.311 -3.342 0.128
O -0.915 -4.058 1.805
C -1.803 -4.161 2.948
C -2.983 -3.233 2.773
H 3.526 -3.166 5.164
H 1.768 -3.262 5.353
H 2.472 -2.081 4.243
H 2.763 -5.113 3.926
H 3.218 -3.894 2.728
H -1.251 -3.939 3.861
H -2.120 -5.201 2.974
H -2.658 -2.191 2.738
H -3.664 -3.351 3.618
H -3.525 -3.473 1.856
C -3.497 0.929 -1.386
N -4.137 1.144 -0.098
C -3.517 1.172 1.094
Se -1.728 0.917 1.587
N -4.420 1.567 2.011
C -5.659 1.783 1.415
C -6.885 2.180 1.922
C -7.937 2.249 1.025
C -7.767 1.937 -0.327
C -6.534 1.562 -0.833
C -5.482 1.498 0.067
H -2.458 1.252 -1.325
H -4.012 1.530 -2.133
H -3.535 -0.117 -1.677
H -4.174 1.701 2.979
H -7.013 2.422 2.968
H -8.914 2.550 1.379
H -8.618 1.989 -0.993
H -6.406 1.321 -1.879


## x
The following is a quantum chemistry calculation of C33H34IN4O6PS3SeW as an isolated structure, from the OMol25 dataset.

Properties
**Charge**: +1
**Spin multiplicity**: 2
**HOMO level (alpha / beta)**: -10.29 / -10.31 eV

Cartesian coordinates (Å):
W 0.290 -0.427 -0.087
C 3.240 -3.122 2.627
C 2.905 -3.482 1.216
N 3.423 -4.579 0.692
C 3.065 -4.953 -0.539
C 2.136 -4.289 -1.317
C 1.773 -4.799 -2.682
O 0.380 -5.070 -2.824
C 1.583 -3.119 -0.779
C 0.467 -2.349 -1.374
N 0.627 -1.153 -2.011
C 0.017 -0.950 -3.254
C -0.184 -2.017 -4.136
C -0.741 -1.802 -5.384
C -1.108 -0.527 -5.792
C -0.933 0.540 -4.926
C -0.382 0.312 -3.679
I -0.236 1.851 -2.284
C 2.001 -2.706 0.466
O 1.411 -1.619 0.998
H 3.945 -3.849 3.021
H 2.332 -3.125 3.237
H 3.670 -2.125 2.687
H 3.542 -5.850 -0.921
H 2.370 -5.684 -2.915
H 2.003 -4.049 -3.442
H 0.155 -5.821 -2.265
H -0.383 -2.961 -1.681
H 0.094 -3.019 -3.840
H -0.883 -2.645 -6.048
H -1.539 -0.362 -6.769
H -1.234 1.538 -5.216
O -0.609 -2.373 3.116
C -1.152 -1.847 2.182
O -0.773 -0.691 1.648
C -2.406 -2.391 1.565
C -3.141 -3.324 2.281
C -4.356 -3.791 1.804
C -4.850 -3.326 0.592
C -4.121 -2.410 -0.144
C -2.891 -1.945 0.328
S -2.025 -0.928 -0.806
H -2.742 -3.665 3.227
H -4.921 -4.512 2.380
H -5.799 -3.683 0.215
H -4.485 -2.064 -1.103
C 1.441 2.403 6.115
C 1.022 2.266 4.673
O 2.172 1.887 3.871
P 2.084 0.488 3.079
S 2.469 0.555 -0.519
S 1.535 1.494 1.037
O 3.602 0.206 2.748
C 4.627 1.193 2.471
C 5.828 0.468 1.923
H 0.598 2.751 6.713
H 2.253 3.123 6.212
H 1.772 1.445 6.513
H 0.655 3.207 4.264
H 0.236 1.513 4.557
H 4.845 1.722 3.398
H 4.221 1.908 1.751
H 6.195 -0.264 2.642
H 6.627 1.181 1.721
H 5.575 -0.045 0.996
C -4.337 2.970 -1.176
N -3.110 3.647 -0.791
C -2.173 3.168 0.041
Se -2.120 1.529 0.941
N -1.174 4.072 0.098
C -1.457 5.152 -0.722
C -0.758 6.314 -1.021
C -1.356 7.182 -1.913
C -2.606 6.906 -2.485
C -3.302 5.751 -2.187
C -2.699 4.876 -1.292
H -4.383 2.018 -0.654
H -4.334 2.798 -2.251
H -5.195 3.582 -0.902
H -0.344 3.913 0.652
H 0.206 6.527 -0.580
H -0.849 8.099 -2.178
H -3.034 7.617 -3.178
H -4.265 5.540 -2.629


Most stable: w. Least stable: x.


## w
The following is a quantum chemistry calculation of a 4-piece molecular cluster, C3H14O3S2 overall, from the OMol25 dataset.

Properties
**Structure (SMILES)**: CCSSC.O.O.O
**Charge**: 0
**HOMO level**: -8.10 eV

Cartesian coordinates (Å):
C 0.689 2.301 0.026
C 0.929 1.838 1.479
S 0.434 0.198 1.815
S 1.271 -0.862 0.067
C 0.345 -2.391 -0.178
H 1.652 2.066 -0.641
H 0.736 3.407 0.033
H -0.179 1.834 -0.451
H 1.913 2.057 1.920
H 0.145 2.238 2.152
H -0.551 -2.355 0.479
H -0.190 -2.476 -1.210
H 1.015 -3.221 -0.043
H -2.335 -3.723 1.564
H -1.414 -3.095 2.587
O -1.975 -3.887 2.427
H -4.106 0.510 -0.114
H -2.899 -0.325 -0.757
O -3.134 0.213 0.051
H 2.456 1.880 -2.949
H 2.700 1.504 -4.429
O 2.497 2.289 -3.827


## x
The following is a quantum chemistry calculation of a 4-piece molecular cluster, C3H14O3S2 overall, from the OMol25 dataset.

Properties
**Structure (SMILES)**: CCSSC.O.O.O
**Charge**: 0
**HOMO level**: -9.17 eV

Cartesian coordinates (Å):
C -0.937 -0.265 1.217
C 0.133 0.638 1.873
S 1.381 1.364 0.887
S 0.264 1.934 -0.835
C -0.086 0.458 -1.862
H -1.706 0.283 0.661
H -1.370 -0.993 1.879
H -0.369 -0.843 0.464
H -0.405 1.369 2.403
H 0.740 0.047 2.625
H 0.661 -0.323 -1.629
H -1.084 0.145 -1.473
H -0.039 0.891 -2.879
H 2.324 -0.266 0.356
H 3.393 -1.359 0.416
O 2.499 -1.203 0.064
H 0.451 -3.074 -1.859
H 1.308 -2.711 -0.677
O 0.410 -2.894 -0.896
H -1.721 2.433 -0.266
H -3.237 2.317 -0.536
O -2.610 2.051 0.067


Most stable: x. Least stable: w.